Record 1
DFT (the ωB97M-V functional and the def2-TZVPD basis) results for a cluster of 2 separate species, C28H25IN3O3 in total in a non-equilibrium geometry.

Cartesian coordinates (Å):
1 C 4.073 1.508 3.224
2 N 2.699 1.046 3.124
3 C 1.623 1.851 2.911
4 C 0.433 1.083 2.951
5 C -0.855 1.540 2.676
6 C -2.060 0.776 2.885
7 C -2.323 -0.376 2.118
8 C -3.521 -1.067 2.212
9 C -4.472 -0.678 3.161
10 C -4.221 0.437 3.974
11 C -3.051 1.177 3.824
12 C 0.850 -0.293 3.261
13 C 0.196 -1.468 3.584
14 C 0.938 -2.637 3.816
15 C 2.335 -2.621 3.745
16 C 3.032 -1.419 3.516
17 C 2.264 -0.277 3.293
18 H 4.737 0.647 3.318
19 H 4.321 2.081 2.325
20 H 4.217 2.165 4.092
21 H 1.712 2.916 2.797
22 H -0.932 2.625 2.604
23 H -1.543 -0.722 1.427
24 H -3.697 -1.924 1.559
25 H -5.384 -1.259 3.284
26 H -4.946 0.730 4.739
27 H -2.850 2.061 4.439
28 H -0.888 -1.453 3.696
29 H 0.418 -3.559 4.063
30 H 2.890 -3.546 3.868
31 H 4.115 -1.365 3.477
32 C -4.495 0.558 -2.031
33 N -3.376 0.965 -1.210
34 C -2.222 0.136 -1.198
35 O -2.229 -0.908 -1.856
36 C -1.134 0.563 -0.307
37 I 0.684 -0.455 -0.718
38 C 1.922 0.641 -2.141
39 C 3.172 0.993 -1.647
40 C 4.052 1.730 -2.445
41 C 3.671 2.103 -3.741
42 C 2.423 1.720 -4.247
43 C 1.529 0.972 -3.438
44 C -0.994 1.992 -0.113
45 O 0.054 2.599 0.148
46 N -2.229 2.697 -0.075
47 C -2.170 4.062 0.386
48 C -3.436 2.249 -0.663
49 O -4.452 2.942 -0.698
50 H -5.264 1.322 -1.932
51 H -4.181 0.484 -3.085
52 H -4.875 -0.418 -1.699
53 H 3.446 0.686 -0.642
54 H 5.027 2.009 -2.055
55 H 4.356 2.687 -4.359
56 H 2.142 1.998 -5.271
57 H 0.559 0.662 -3.834
58 H -3.149 4.512 0.247
59 H -1.887 4.048 1.441
60 H -1.399 4.597 -0.180

Force components x, y, z for each atom (eV/Å):
0.41 0.33 -0.08
-1.87 1.68 -0.39
1.39 -1.25 0.28
-1.53 -0.63 -0.60
1.95 0.49 2.19
-1.68 -0.81 -0.19
0.56 -0.23 0.04
-0.14 0.02 0.31
0.37 0.26 0.02
0.01 -0.16 0.05
0.60 0.26 -0.57
1.05 0.12 0.03
-0.28 -0.52 0.23
-0.02 0.58 -0.07
0.20 0.59 -0.21
-0.57 -0.08 -0.13
-0.41 -0.84 0.30
-0.13 0.24 -0.08
0.05 -0.21 0.14
-0.18 -0.30 -0.16
0.15 0.12 -0.22
-0.14 -0.19 -0.28
-0.73 0.18 0.52
0.04 0.22 0.25
0.14 0.24 -0.05
0.27 -0.08 -0.32
-0.26 -0.33 -0.19
0.38 -0.29 -0.11
0.12 0.18 -0.07
-0.04 0.16 0.08
-0.16 -0.24 0.13
-0.43 -0.46 -0.55
1.01 0.36 0.43
-0.45 -0.91 -0.34
0.06 1.12 0.74
0.40 0.97 -1.99
-0.35 0.82 -0.49
-0.04 0.19 -0.20
0.06 0.11 0.02
-0.41 -0.19 -0.20
-0.19 -0.17 0.13
-0.19 -0.33 0.61
0.11 0.19 -0.26
0.10 0.21 0.48
-0.67 -0.48 -0.17
-0.05 -0.93 -0.66
0.32 0.36 0.03
-0.37 0.38 0.22
1.70 -0.96 0.13
0.09 -0.22 -0.01
-0.14 -0.07 0.42
0.14 0.31 -0.16
0.10 0.17 -0.08
-0.18 -0.05 -0.08
-0.26 -0.21 0.20
0.04 -0.19 0.55
0.32 0.14 0.16
0.09 -0.01 0.08
-0.11 0.34 -0.08
-0.24 0.03 0.21

Charge: +1
Multiplicity: 1
Lowest unoccupied orbital energy in eV: -4.8

***

Record 2
DFT (the ωB97M-V functional and the def2-TZVPD basis) results for the ion C6H14N3 with charge +1 in a non-equilibrium geometry.

Cartesian coordinates (Å):
1 C 1.519 -0.207 -0.208
2 C -1.350 -0.351 0.881
3 C -1.252 -1.759 0.372
4 C -0.090 -0.277 -0.940
5 C 2.314 1.008 -0.041
6 C -0.834 1.815 -0.050
7 N 1.660 -1.271 0.472
8 N -0.995 0.430 -0.279
9 N -0.386 -1.653 -0.789
10 H -2.402 -0.190 1.239
11 H -0.548 -0.163 1.718
12 H -0.833 -2.423 1.145
13 H -2.283 -2.168 0.096
14 H 0.064 0.054 -1.970
15 H 3.360 0.770 0.176
16 H 1.884 1.889 0.481
17 H 2.575 1.331 -1.070
18 H -0.010 2.164 0.552
19 H -0.733 2.520 -0.898
20 H -1.705 2.205 0.354
21 H 2.493 -1.477 1.075
22 H 0.945 -1.971 0.156
23 H -0.847 -2.155 -1.547

Force components x, y, z for each atom (eV/Å):
-2.99 0.74 0.81
-0.07 0.47 2.22
-1.79 -1.33 0.68
4.40 -1.26 -2.83
1.90 0.45 -2.00
0.73 2.09 -1.23
2.08 -0.55 0.38
-2.12 1.51 1.70
-0.80 -1.52 -0.65
1.23 0.46 -0.09
-1.65 -0.25 -1.02
-0.22 0.07 -0.27
1.43 0.53 0.30
0.03 -0.13 0.06
-0.20 -0.01 1.30
0.29 -1.00 -0.17
-0.90 0.41 0.08
0.34 -0.53 0.86
0.03 -1.18 -0.62
-1.73 0.45 1.28
-1.16 0.29 -0.65
0.46 -0.36 0.07
0.72 0.66 -0.23

Charge: +1
Multiplicity: 1
Lowest unoccupied orbital energy in eV: -3.7
ΔE to the lowest compared entry with this formula, charge and spin in kcal per mole: 47.0
SMILES: CC(=[NH2+])[C@H]1NCCN1C

***

Record 3
DFT (the ωB97M-V functional and the def2-TZVPD basis) results for a cluster of 2 separate species, C3H4F2N4O4 in total in a non-equilibrium geometry.

Cartesian coordinates (Å):
1 C 0.475 -0.675 -0.887
2 C 0.803 0.151 1.074
3 C 0.419 0.736 -0.286
4 N 0.733 -1.165 0.450
5 N 0.757 1.968 -0.787
6 N -2.179 1.382 -0.489
7 N -0.120 -2.239 0.983
8 O 0.712 2.254 -1.980
9 O 1.165 2.771 0.063
10 O -0.600 -2.928 0.117
11 O -0.108 -2.417 2.118
12 F -2.354 0.539 -1.421
13 F -2.447 0.799 0.696
14 H -0.526 -0.969 -1.318
15 H 1.270 -0.930 -1.647
16 H 1.812 0.470 1.352
17 H 0.187 0.253 1.963

Force components x, y, z for each atom (eV/Å):
-1.25 0.63 -1.57
-0.41 0.73 -0.14
0.29 -2.30 0.51
0.08 -1.55 0.67
1.25 2.20 -0.19
1.30 3.36 1.65
1.53 1.40 -4.86
-0.48 -1.02 0.16
-0.30 -0.26 0.16
-0.56 -0.20 -0.35
-0.14 -0.07 4.45
-0.87 -2.54 -1.56
-0.39 -0.94 -0.06
1.02 -0.01 0.44
-0.75 0.50 0.81
0.07 -0.20 -0.04
-0.40 0.24 -0.09

Multiplicity: 1
Lowest unoccupied orbital energy (alpha / beta) in eV: -1.2 / -2.5
ΔE to the lowest compared entry with this formula, charge and spin in kcal per mole: 16.5

***

Record 4
DFT (the ωB97M-V functional and the def2-TZVPD basis) results for a cluster of 9 separate species, C30H42O27 in total in a non-equilibrium geometry.

Cartesian coordinates (Å):
1 C 2.403 0.679 3.256
2 C 3.724 1.307 2.744
3 O 4.094 2.160 3.816
4 C 3.242 2.044 4.862
5 O 3.204 2.774 5.793
6 O 2.368 1.025 4.636
7 H 2.328 -0.404 3.199
8 H 1.553 1.132 2.738
9 H 3.546 1.908 1.858
10 H 4.446 0.502 2.618
11 C 0.568 -0.720 -0.911
12 C -0.360 -0.359 0.257
13 O -0.171 1.055 0.342
14 C 1.038 1.359 -0.191
15 O 1.557 2.422 -0.073
16 O 1.533 0.320 -0.897
17 H -0.017 -0.756 -1.832
18 H 1.014 -1.695 -0.734
19 H 0.031 -0.819 1.170
20 H -1.361 -0.747 0.102
21 C -3.511 2.088 3.852
22 C -2.518 0.999 3.442
23 O -1.559 1.010 4.492
24 C -1.666 2.169 5.183
25 O -0.909 2.554 6.005
26 O -2.788 2.847 4.817
27 H -4.333 1.614 4.394
28 H -3.885 2.675 3.021
29 H -2.004 1.190 2.495
30 H -3.017 0.039 3.323
31 C 3.400 5.470 1.807
32 C 4.357 5.274 2.983
33 O 5.201 6.429 2.895
34 C 5.154 6.938 1.653
35 O 5.883 7.765 1.219
36 O 4.150 6.365 0.946
37 H 2.452 5.982 1.964
38 H 3.244 4.563 1.224
39 H 4.989 4.400 2.853
40 H 3.843 5.276 3.940
41 C 3.299 -3.036 -3.382
42 C 3.556 -4.515 -3.729
43 O 2.714 -5.181 -2.769
44 C 2.372 -4.334 -1.771
45 O 1.801 -4.707 -0.791
46 O 2.771 -3.084 -2.049
47 H 2.572 -2.604 -4.069
48 H 4.197 -2.425 -3.350
49 H 4.584 -4.790 -3.519
50 H 3.109 -4.707 -4.698
51 C -1.854 -5.825 3.481
52 C -0.332 -5.542 3.442
53 O -0.207 -4.605 2.370
54 C -1.430 -4.169 2.002
55 O -1.591 -3.262 1.243
56 O -2.401 -4.939 2.518
57 H -2.214 -5.611 4.487
58 H -2.109 -6.858 3.258
59 H 0.256 -6.450 3.371
60 H -0.066 -4.978 4.337
61 C -3.400 -0.650 -6.105
62 C -2.584 -0.433 -4.849
63 C -1.119 -0.918 -4.980
64 O -0.386 0.155 -4.376
65 C -1.135 1.269 -4.348
66 O -0.747 2.365 -4.118
67 O -2.439 0.972 -4.607
68 H -4.469 -0.530 -5.904
69 H -3.198 -1.553 -6.671
70 H -3.246 0.232 -6.737
71 H -3.031 -0.873 -3.955
72 H -0.815 -0.977 -6.022
73 H -1.039 -1.826 -4.396
74 C -2.750 3.531 0.176
75 C -2.075 4.780 0.709
76 C -0.586 4.938 0.239
77 O -0.561 6.256 -0.275
78 C -1.780 6.836 -0.203
79 O -1.997 7.963 -0.474
80 O -2.712 5.915 0.132
81 H -2.149 2.629 0.134
82 H -3.004 3.760 -0.866
83 H -3.731 3.424 0.646
84 H -2.096 4.876 1.794
85 H -0.207 4.156 -0.411
86 H -0.003 4.860 1.162
87 C -2.672 -3.555 -1.938
88 C -1.302 -4.173 -1.928
89 C -1.156 -5.678 -2.068
90 O -0.733 -5.822 -3.449
91 C -0.342 -4.645 -3.932
92 O 0.187 -4.464 -4.987
93 O -0.509 -3.646 -3.020
94 H -3.095 -3.620 -0.926
95 H -3.411 -4.089 -2.536
96 H -2.605 -2.482 -2.106
97 H -0.776 -3.866 -1.023
98 H -2.111 -6.203 -2.061
99 H -0.463 -6.127 -1.364

Force components x, y, z for each atom (eV/Å):
-0.13 0.28 -0.16
-0.86 -0.94 0.56
0.34 0.29 0.07
-0.78 0.01 -0.38
0.40 -0.17 0.20
0.19 0.33 0.04
0.21 -0.01 -0.21
-0.11 -0.06 0.19
0.29 -0.12 -0.18
0.39 0.39 -0.23
-1.09 -0.81 0.50
1.34 -0.91 -0.08
-0.49 -0.01 0.17
-0.24 0.00 -0.51
0.24 0.00 0.19
-0.02 0.22 0.19
0.45 0.32 -0.29
0.33 0.12 -0.19
-0.17 0.14 0.11
-0.31 0.76 0.01
-0.06 -0.91 0.54
-0.14 0.17 -0.73
-0.05 -0.23 -0.04
-0.30 0.39 0.16
0.16 -0.15 0.05
0.28 0.15 -0.48
-0.22 0.18 -0.22
0.13 0.30 0.12
0.01 0.27 0.09
0.21 -0.15 0.41
0.55 0.28 -1.08
-0.41 0.52 -0.27
0.08 -0.02 0.42
-0.42 -0.26 -0.36
0.22 0.27 0.02
0.14 -0.21 0.24
-0.04 -0.23 0.60
-0.19 -0.05 0.17
-0.13 -0.16 0.15
0.19 -0.14 0.12
0.29 -0.11 -0.14
-1.02 0.95 0.79
0.05 0.07 0.13
0.21 -0.72 -0.45
-0.18 0.51 0.12
-0.23 -0.02 0.17
-0.14 0.12 0.22
0.00 -0.01 -0.09
0.06 -0.31 -0.55
0.69 -0.44 -0.25
0.71 -0.50 0.63
-1.00 0.64 0.72
0.00 -0.27 -0.11
0.68 -0.37 -0.52
-0.30 0.08 0.07
-0.21 0.35 0.18
-0.37 0.20 -0.19
-0.07 0.08 -0.34
0.31 0.22 -0.56
0.28 -0.33 0.10
-0.88 1.30 -0.01
0.59 -0.29 -0.38
-1.14 0.76 0.32
0.47 -0.36 0.13
-0.72 0.21 -0.02
0.19 -0.04 0.16
0.23 0.00 -0.02
0.04 -0.58 0.16
0.07 -0.17 0.20
0.51 -0.31 -0.20
-0.15 -0.01 -0.06
0.09 -0.40 0.02
0.70 -0.15 -0.27
-0.84 0.78 -0.65
1.06 -0.74 -0.84
-0.97 -0.28 1.60
0.55 0.00 0.02
0.18 -0.65 -0.46
-0.19 0.54 -0.06
-0.18 0.30 0.49
0.08 -0.03 0.57
0.19 -0.07 -0.01
0.19 -0.46 0.20
-0.27 -0.06 0.05
-0.20 0.36 -0.63
0.40 0.31 -0.27
-0.68 -0.47 1.09
0.76 0.79 0.94
-1.05 -0.16 -1.12
0.16 -0.13 0.33
1.05 0.50 0.14
-0.23 -0.07 -0.14
-0.41 -0.85 -0.24
0.25 -0.10 0.00
0.23 0.35 -0.60
-0.08 -0.04 -0.49
-0.07 0.11 -0.03
-0.02 0.07 0.47
0.32 0.03 -0.26

Multiplicity: 1
Lowest unoccupied orbital energy in eV: -0.3
ΔE to the lowest compared entry with this formula, charge and spin in kcal per mole: 5.0
SMILES: C[C@H]1COC(=O)O1.C[C@H]1COC(=O)O1.C[C@H]1COC(=O)O1.O=C1OCCO1.O=C1OCCO1.O=C1OCCO1.O=C1OCCO1.O=C1OCCO1.O=C1OCCO1

***

Record 5
DFT (the ωB97M-V functional and the def2-TZVPD basis) results for a cluster of 2 separate species, C2H2O3 in total in a non-equilibrium geometry.

Cartesian coordinates (Å):
1 C 1.783 0.062 0.115
2 C -0.843 0.372 -0.474
3 O 2.049 1.183 0.026
4 O 1.667 -1.040 0.283
5 O -1.924 -0.264 -0.646
6 H -0.390 0.477 0.539
7 H -2.342 -0.790 0.157

Force components x, y, z for each atom (eV/Å):
1.78 3.98 -0.25
1.39 1.33 -1.29
-0.25 0.68 -0.23
-1.07 -4.63 0.41
-1.50 -1.93 2.23
-1.23 -0.74 0.54
0.88 1.31 -1.41

Multiplicity: 1
Lowest unoccupied orbital energy in eV: 0.3
ΔE to the lowest compared entry with this formula, charge and spin in kcal per mole: 64.7

***

Record 6
DFT (the ωB97M-V functional and the def2-TZVPD basis) results for an isolated molecule of C7H8.

Cartesian coordinates (Å):
1 C -1.606 1.242 -0.891
2 C -0.566 0.361 -0.249
3 C 1.616 -1.062 0.749
4 C 0.976 -1.496 -0.407
5 C 1.065 -0.025 1.495
6 C -0.029 0.678 1.000
7 C -0.117 -0.791 -0.898
8 H -2.615 0.869 -0.691
9 H -1.536 2.268 -0.517
10 H -1.469 1.279 -1.978
11 H 2.544 -1.527 1.065
12 H 1.345 -2.383 -0.917
13 H 1.502 0.228 2.458
14 H -0.476 1.486 1.578
15 H -0.634 -1.125 -1.797

Force components x, y, z for each atom (eV/Å):
-0.13 0.02 0.01
0.02 -0.09 0.06
-0.05 -0.04 0.04
0.02 0.05 0.03
0.01 -0.02 -0.06
0.05 -0.04 -0.07
0.06 0.05 0.06
0.01 0.09 -0.05
-0.06 -0.20 -0.01
-0.05 -0.06 0.21
-0.21 -0.12 0.11
-0.06 0.20 -0.04
-0.07 0.09 -0.18
0.22 -0.04 -0.14
0.23 0.11 0.05

Multiplicity: 1
Lowest unoccupied orbital energy in eV: 1.1
ΔE to the lowest compared entry with this formula, charge and spin in kcal per mole: 0.4
SMILES: Cc1ccccc1

***

- Which value of multiplicity does entry 4 give?
  1